No. 1
Here is a structure of composition C22H63AsF6N9O7 at a distorted geometry from OMol25. Energies are from the ωB97M-V functional and the def2-TZVPD basis.

Properties
Orbital gap (spin up / spin down) (eV): 7.9 / 2.0
Total charge: 0
⟨S²⟩: 0.75
Spin multiplicity: 2

Positions of all 108 atoms, in Å:
As1 -1.163148 -1.090282 1.049772
F1 0.349942 -1.868652 1.563862
F2 -0.782458 0.343388 1.999632
F3 -2.658758 -0.253902 0.546662
F4 -1.734578 -2.637972 0.246832
F5 -2.095188 -1.562312 2.531942
F6 -0.441328 -0.443182 -0.496328
C1 -1.031358 -1.137212 5.599562
O1 -0.551878 -1.192532 6.721742
N1 -0.887828 -0.139282 4.734472
N2 -1.660048 -2.176032 5.049042
H1 -0.205048 0.570088 4.959652
H2 -1.288748 -0.144742 3.807472
H3 -1.672758 -2.980692 5.659342
H4 -2.012028 -2.090962 4.106182
C2 0.801312 -5.210842 3.396872
O2 1.290022 -5.862072 4.331282
N3 0.960692 -5.601962 2.181852
N4 0.152442 -4.115632 3.541402
H5 1.389532 -6.488202 1.956492
H6 0.680442 -5.097402 1.353002
H7 -0.077228 -3.608642 2.698602
H8 0.144472 -3.673082 4.449252
C3 -2.309108 -1.004712 -4.870638
C4 -1.610818 0.307918 -5.039708
C5 -1.249078 1.148678 -3.797548
O3 -0.332648 2.178868 -4.259878
C6 -0.029188 2.996058 -3.230668
N5 -0.394568 -0.077012 -5.730818
H9 -1.627638 -1.817562 -4.619718
H10 -2.750858 -1.325262 -5.814148
H11 -2.955498 -0.861762 -4.004698
H12 -2.215778 0.988808 -5.638478
H13 -0.656558 0.533578 -3.120298
H14 -2.153518 1.477228 -3.285558
H15 0.352732 2.542918 -2.315848
H16 -0.939488 3.535598 -2.969228
H17 0.653652 3.717238 -3.679818
H18 0.209082 -0.474682 -5.025438
H19 0.053242 0.686518 -6.217218
C7 4.244862 3.779278 -4.607148
C8 4.394992 2.622088 -3.687888
C9 3.331632 1.527928 -3.721228
O4 3.353052 0.466668 -2.692238
C10 2.212722 -0.324132 -2.693918
N6 5.603672 1.876748 -3.976698
H20 5.169672 4.348368 -4.512418
H21 3.344192 4.331098 -4.338078
H22 4.078922 3.349828 -5.595148
H23 4.377152 3.083258 -2.700418
H24 3.308952 1.026398 -4.688718
H25 2.359072 1.994438 -3.564388
H26 1.811532 -0.493842 -3.693088
H27 1.334522 0.027208 -2.152208
H28 2.458582 -1.315462 -2.313248
H29 6.373802 2.474008 -4.241808
H30 5.794642 1.150328 -3.301458
C11 -0.552728 5.069478 3.373102
C12 -0.276828 3.752678 2.870712
C13 0.794042 3.516188 1.798562
O5 2.181582 3.850078 2.086332
C14 3.004082 2.910168 1.315092
N7 0.169762 2.857868 3.945052
H31 -1.064308 5.131178 4.333612
H32 -1.241898 5.473968 2.631802
H33 0.229972 5.815918 3.508442
H34 -1.207168 3.353888 2.466312
H35 0.471912 3.990248 0.871412
H36 0.672182 2.470398 1.516472
H37 2.657672 1.936958 1.662872
H38 4.052012 3.048238 1.581332
H39 2.900682 2.840078 0.232272
H40 1.066972 3.150578 4.304842
H41 0.373422 1.981098 3.486902
C15 -6.691508 0.169148 3.664302
C16 -5.517938 0.691738 2.800832
C17 -4.404668 1.277548 3.688942
O6 -4.853098 2.264298 4.571082
C18 -5.228118 3.561478 4.052332
N8 -4.927128 -0.494342 2.058342
H42 -7.351508 -0.592272 3.248682
H43 -7.381668 0.956168 3.968252
H44 -6.259858 -0.221232 4.585922
H45 -6.064528 1.345548 2.121232
H46 -3.592148 1.649008 3.064502
H47 -3.961358 0.563138 4.382622
H48 -5.754608 4.171858 4.786052
H49 -5.823688 3.661668 3.144942
H50 -4.422148 4.216318 3.721132
H51 -4.346288 -0.236142 1.273442
H52 -4.265348 -0.833052 2.742022
C19 0.477022 -3.992912 -1.291628
C20 1.832542 -4.638052 -1.692838
C21 2.375322 -4.363822 -3.102368
O7 3.584402 -5.060702 -3.416758
C22 4.732282 -4.350642 -2.991988
N9 2.758172 -4.133842 -0.714168
H53 0.376212 -3.947462 -0.207248
H54 -0.421538 -4.411222 -1.745168
H55 0.362052 -2.953722 -1.599778
H56 1.885902 -5.717472 -1.551048
H57 2.456252 -3.300022 -3.325678
H58 1.502822 -4.713662 -3.654148
H59 5.659012 -4.775652 -3.377528
H60 4.920722 -4.250782 -1.923058
H61 4.900492 -3.338622 -3.360258
H62 3.664732 -4.189352 -1.155938
H63 2.445382 -3.176442 -0.638988

Cartesian forces, eV/Å:
-2.08 0.85 -2.03
-1.21 0.19 -0.27
0.55 -0.56 -0.98
1.57 -0.85 -0.05
1.13 1.98 1.23
0.91 -0.44 -1.45
-0.40 -1.18 2.23
1.13 0.19 0.49
0.17 0.15 0.38
0.64 1.87 -0.35
-0.71 -2.06 0.18
-0.53 0.16 0.05
0.21 0.05 0.43
-0.74 0.05 -0.39
-0.17 -0.67 0.43
-0.89 1.34 -2.58
1.35 -1.78 2.86
1.04 -2.75 -2.79
-0.91 1.78 1.82
0.10 0.07 0.25
-0.04 0.52 0.23
-0.09 0.62 0.17
-0.42 0.55 -0.15
-0.51 0.05 1.29
1.14 0.54 -0.38
0.83 -1.06 -1.06
-1.77 -2.63 -0.76
-0.10 2.38 0.50
0.11 0.18 -1.04
0.31 0.21 0.22
-0.49 0.25 0.30
-0.88 -0.65 -0.30
0.04 -0.13 -0.45
-0.17 -0.22 0.43
0.10 0.68 0.07
0.33 -0.35 -0.02
-0.08 0.42 0.52
0.34 0.21 0.62
0.43 0.07 -0.25
0.26 0.08 0.37
-0.87 -0.86 -0.72
0.44 -2.20 1.72
-2.34 -0.03 0.50
1.46 1.51 -0.37
-0.68 -0.69 -0.58
0.33 0.45 -0.56
-0.29 0.34 -0.36
0.26 0.36 -0.01
0.34 0.51 -0.42
0.15 -0.26 0.65
0.22 0.06 -0.19
-0.23 0.22 -0.28
0.26 -0.02 -0.50
0.25 0.57 0.52
0.20 0.08 0.23
0.29 -0.33 0.46
0.33 0.28 -0.02
-1.06 3.30 0.21
2.55 -2.81 0.45
-0.47 1.01 -1.56
-0.83 -0.99 -1.29
-0.59 -0.23 1.54
-0.64 -0.71 0.85
-0.25 -0.70 -0.04
-0.08 0.71 0.12
0.61 -0.42 -0.40
0.04 -0.28 -0.09
0.28 0.67 -0.33
0.40 -0.37 0.35
0.46 -0.40 0.04
-0.18 0.20 0.02
-0.34 0.91 -0.17
0.14 0.40 0.03
0.00 -0.37 0.10
0.26 0.14 0.90
-0.74 -2.19 -0.21
-0.60 0.93 -0.70
-0.96 2.32 0.19
0.33 0.31 -0.33
-0.83 1.05 0.96
0.55 -0.10 -0.56
0.25 0.36 0.07
-0.19 -0.25 0.20
1.02 0.51 -0.38
0.22 0.13 -0.27
-0.21 -0.61 -0.31
0.01 -0.65 0.46
-0.65 -1.25 -0.11
1.08 -0.40 0.45
-0.26 0.35 0.09
0.18 -0.65 -0.14
-0.16 -0.36 -1.20
0.21 0.14 0.41
-1.75 -0.29 0.15
-0.24 0.82 0.58
1.66 0.33 -0.44
0.15 0.31 0.97
-0.03 -0.27 -0.05
0.09 -0.56 0.21
0.64 0.30 -0.06
-0.73 -0.33 -0.37
0.23 0.16 0.19
0.62 -0.40 -1.21
-0.35 -0.95 -0.13
-0.07 -0.44 0.01
-1.14 0.45 -0.34
-0.18 0.45 0.87
0.94 0.60 0.45



No. 2
Here is a cluster of 10 separate species, C22H63N4O31P5 in total at a distorted geometry from OMol25. Energies are from the ωB97M-V functional and the def2-TZVPD basis.

Properties
Orbital gap (eV): 10.5
Total charge: 0
Structure (SMILES): COP(=O)(OC)OC.COP(=O)(OC)OC.COP(=O)(OC)OC.COP(=O)(OC)OC.COP(=O)(OC)OC.C[N+](=O)[O-].C[N+](=O)[O-].C[N+](=O)[O-].C[N+](=O)[O-].COC(=O)OC

Positions of all 125 atoms, in Å:
C1 0.182062 -2.086056 5.361650
O1 -0.388607 -1.093371 4.417818
P1 -1.347757 0.159221 4.786434
O2 -1.489562 0.243231 6.236928
O3 -0.721242 1.386905 4.019880
C2 0.155821 2.247560 4.680975
O4 -2.659820 -0.115438 3.931460
C3 -2.468961 -0.537394 2.608659
H1 1.252051 -2.015506 5.176757
H2 -0.269586 -3.049016 5.426840
H3 0.079444 -1.633646 6.317423
H4 0.553235 2.892937 3.914929
H5 0.904622 1.611199 5.201178
H6 -0.336777 2.830091 5.461815
H7 -3.453109 -0.859284 2.229180
H8 -1.858868 -1.431934 2.540350
H9 -2.040875 0.253131 2.030625
C4 0.894266 1.473016 -3.360705
O5 0.270015 2.135780 -2.305622
P2 1.243147 3.250420 -1.540366
O6 2.651230 2.823311 -1.423768
O7 1.067420 4.592311 -2.401131
C5 2.178906 5.507899 -2.437078
O8 0.417389 3.438452 -0.169826
C6 0.994457 2.960842 1.038424
H10 1.703922 0.815099 -2.991513
H11 1.418950 2.107229 -4.098797
H12 0.208309 0.797902 -3.840986
H13 1.814502 6.347983 -2.936746
H14 3.105039 5.055974 -2.791295
H15 2.379010 5.805950 -1.387718
H16 1.966491 2.537644 0.861502
H17 0.310508 2.333145 1.668004
H18 1.168667 3.923101 1.577795
C7 -1.850776 5.553811 -1.719206
O9 -3.275194 5.222724 -1.306035
P3 -3.747681 5.324699 0.202121
O10 -5.146934 5.013538 0.366739
O11 -2.837852 4.358116 1.075082
C8 -3.328432 3.074990 1.309925
O12 -3.199070 6.789078 0.542672
C9 -3.533154 7.177370 1.866302
H19 -1.922231 5.791447 -2.764590
H20 -1.187750 4.733241 -1.503206
H21 -1.547480 6.484543 -1.219817
H22 -3.303308 2.443703 0.382350
H23 -4.312677 3.177276 1.691438
H24 -2.711173 2.571630 2.028917
H25 -3.117467 8.196877 2.043615
H26 -3.098181 6.406217 2.497193
H27 -4.603705 7.234095 2.053249
C10 -1.497123 0.114889 -1.004956
O13 -1.054056 -1.105214 -0.410040
P4 0.409626 -1.252504 0.181672
O14 0.780792 -0.274498 1.157377
O15 0.355299 -2.788945 0.575850
C11 0.581303 -3.173715 1.901012
O16 1.402693 -1.321891 -1.075769
C12 2.724309 -0.778366 -0.943155
H28 -1.054998 0.086969 -1.990353
H29 -1.198831 1.007417 -0.448657
H30 -2.534146 0.112181 -1.084715
H31 0.238637 -2.420568 2.599803
H32 1.663291 -3.282873 2.103851
H33 0.123039 -4.190544 2.061353
H34 2.714812 0.309863 -0.969924
H35 3.378203 -1.101299 -1.774788
H36 3.065751 -1.063246 0.070178
C13 3.996516 -4.639028 0.627183
O17 2.670567 -5.141961 0.632632
P5 2.423380 -6.713807 0.752845
O18 3.143573 -7.492018 1.761897
O19 0.841452 -6.730094 0.728063
C14 0.207616 -8.030922 0.942539
O20 2.797018 -7.292378 -0.708813
C15 2.325421 -6.574867 -1.851480
H37 4.637825 -5.489433 0.269175
H38 4.341010 -4.239284 1.586129
H39 4.081717 -3.812698 -0.095233
H40 0.800356 -8.788764 0.346467
H41 -0.801335 -8.030520 0.533872
H42 0.290556 -8.325489 1.973064
H43 2.520505 -5.527382 -1.799191
H44 1.219028 -6.629839 -1.932004
H45 2.742886 -7.046276 -2.747312
C16 5.329489 3.035554 -0.806723
N1 4.919766 2.310580 0.439727
O21 4.864062 1.084744 0.416182
O22 4.593308 2.968002 1.412140
H46 6.441123 3.048499 -0.872070
H47 5.126140 4.115356 -0.782452
H48 4.773888 2.586029 -1.591632
C17 1.106669 -3.357103 -3.532369
N2 0.384207 -2.104028 -3.946731
O23 -0.730137 -1.911737 -3.591328
O24 1.098226 -1.347315 -4.629185
H49 2.063852 -3.331831 -4.008687
H50 0.493839 -4.196241 -3.864129
H51 1.070883 -3.463231 -2.460808
C18 3.483345 0.583889 3.192040
N3 3.359470 -0.578152 4.053993
O25 3.059271 -0.514506 5.208642
O26 3.579254 -1.625359 3.428871
H52 4.294055 0.308183 2.529670
H53 3.811780 1.446838 3.744790
H54 2.542334 0.724226 2.634229
C19 -2.536964 -4.307024 -1.020434
N4 -2.040461 -5.519330 -1.690690
O27 -1.353100 -5.397211 -2.677991
O28 -2.270419 -6.598216 -1.162083
H55 -1.629155 -3.689593 -0.900605
H56 -2.968848 -4.494925 -0.039080
H57 -3.260708 -3.794879 -1.653958
C20 -3.007777 0.182215 -4.493541
O29 -4.191961 0.961764 -4.671910
C21 -4.592914 1.742373 -3.663638
O30 -4.002310 1.951812 -2.643509
O31 -5.699666 2.377173 -4.072879
C22 -6.203980 3.366022 -3.225039
H58 -2.167009 0.718555 -4.974875
H59 -3.153537 -0.733448 -5.097535
H60 -2.913560 -0.037011 -3.406962
H61 -7.173935 3.679713 -3.618951
H62 -5.629279 4.252925 -3.033369
H63 -6.367183 2.921722 -2.245555

Cartesian forces, eV/Å:
0.56 2.84 -0.05
-0.26 -0.37 -0.28
0.64 -2.28 0.49
-0.46 0.74 -0.03
-1.28 -0.55 -0.70
1.02 -0.32 1.32
0.48 0.28 1.27
-1.13 -1.17 -0.91
-0.10 -0.85 -0.30
-0.46 -0.61 -0.88
-0.27 0.25 1.08
0.48 0.21 0.03
0.10 0.76 -0.45
-0.18 0.03 -0.18
0.28 0.55 0.02
0.38 0.02 0.16
0.23 0.43 -0.62
1.98 -1.26 -0.90
1.07 2.75 1.65
-1.66 -1.53 -0.50
-0.61 0.23 0.17
-0.03 -1.21 0.33
0.36 -0.91 2.50
0.28 -0.24 -2.27
-0.11 1.65 1.97
-0.35 0.23 0.09
-0.69 0.15 0.21
-0.53 0.15 -0.25
-0.16 1.20 -1.16
-0.33 0.02 -0.50
0.02 0.07 -0.48
0.18 -0.63 0.02
0.52 0.29 -1.15
0.02 -0.88 0.19
-1.92 0.60 0.90
1.68 0.15 -0.29
1.51 0.25 -1.63
-1.35 0.20 0.19
1.11 1.43 -0.25
0.11 -1.63 -0.95
-0.67 -0.60 -0.17
0.49 0.95 0.76
-0.02 -0.32 -0.47
-0.15 -0.16 0.07
-0.03 -0.46 0.12
-0.25 0.63 0.59
-1.04 -0.37 0.24
0.48 0.02 0.51
-0.07 -0.95 -0.06
0.07 0.41 0.67
-0.14 -0.15 -0.29
1.88 0.16 -0.30
0.25 -0.51 0.63
-0.70 -2.03 -2.42
0.75 1.60 1.93
-0.24 0.70 -0.87
0.83 -1.53 1.60
-0.69 0.31 -0.53
0.35 0.20 0.85
-0.09 0.60 -0.29
0.20 -0.22 -0.01
-1.84 -0.27 -0.02
-0.44 -0.04 0.16
-0.42 -0.01 -0.25
0.27 1.19 -0.14
-0.22 0.08 -0.01
-0.53 -0.32 0.57
0.52 0.05 -0.73
1.35 -0.71 -0.93
-0.91 -0.16 0.54
0.44 -0.50 -0.99
-0.40 0.52 -0.04
-0.57 -0.06 0.61
1.50 -0.82 -1.53
0.16 0.59 0.23
-1.35 -0.99 -0.41
-0.01 1.05 0.50
-0.35 -0.44 0.07
-0.32 -0.34 0.09
-0.69 0.66 0.59
0.08 0.43 0.28
-0.25 0.12 0.46
0.69 0.75 0.04
0.46 -0.26 0.12
0.11 0.23 0.31
1.53 1.06 0.52
-0.66 -0.12 0.33
0.44 0.99 -0.53
0.27 0.05 -0.27
-0.76 -0.88 -0.09
-0.62 -0.56 0.60
0.12 -0.47 -0.72
-1.49 -0.53 -0.27
3.43 -0.13 -0.67
-1.40 0.42 0.24
-1.42 -0.42 0.58
0.47 -0.02 0.11
0.06 0.09 -0.36
0.36 0.51 0.42
0.43 0.78 -0.56
0.23 -1.76 -1.80
-0.24 0.30 0.95
-0.35 0.20 1.05
-0.27 0.19 -0.34
-0.36 0.34 0.39
0.37 -0.12 0.31
0.57 1.24 0.27
0.02 -1.41 0.87
-0.01 0.40 -0.39
-0.15 0.46 -0.18
-0.58 -0.01 -0.09
0.09 -0.50 -0.28
0.21 -0.13 -0.14
-0.09 -0.31 -0.03
-0.61 -0.10 -0.07
0.29 0.88 -1.14
0.09 -0.35 0.68
0.73 -0.56 -0.81
-1.57 0.04 1.48
-0.20 -0.17 0.80
-0.02 0.37 0.57
0.48 0.10 -1.00
0.21 -0.21 -0.13
0.94 0.20 -0.46
-0.15 0.07 0.19